Record 1
C20H25CdN4O6S as an isolated structure. Source: the OMol25 dataset; level of theory: ωB97M-V/def2-TZVPD.

Energy above the lowest of the compared OMol25 structures with the same formula, charge and spin, kJ/mol: 0.00

Structure (ORCA input):
```
! wB97M-V def2-TZVPD RIJCOSX def2/J DEFGRID3
* xyz 1 1
Cd -0.3390 -0.4729 -0.3068
O -4.9696 -2.0215 -0.2925
C -3.6595 -1.8257 -0.3938
O -3.1626 -0.8763 -0.9489
C -2.8618 -2.9138 0.2628
C -3.4714 -3.9682 0.9318
C -2.6624 -4.9084 1.5447
C -1.2876 -4.7371 1.5023
C -0.7758 -3.6406 0.8239
N -1.5463 -2.7672 0.1833
C 0.6975 -3.3355 0.7462
O 1.4855 -3.8221 1.6981
O 1.1598 -2.6807 -0.1520
H -5.4289 -1.2778 -0.7130
H -4.5480 -4.0404 0.9651
H -3.0946 -5.7560 2.0581
H -0.6350 -5.4620 1.9715
H 0.9802 -4.1681 2.4457
C -1.4280 2.1305 -1.4410
C -1.6103 1.2269 -2.6742
N -0.9277 -0.0862 -2.5750
C 0.2634 -0.2248 -3.4458
C 1.4985 -0.7705 -2.7272
N 1.7190 -0.1672 -1.4100
C 2.1730 1.2281 -1.3578
C 1.0520 2.2533 -1.5695
N -0.1391 1.9241 -0.7840
H -1.5867 3.1682 -1.7555
H -2.1968 1.8941 -0.7019
H -2.6775 1.0603 -2.8075
H -1.2611 1.7396 -3.5720
H -1.5981 -0.8089 -2.7979
H 0.0443 -0.8854 -4.2867
H 0.4916 0.7451 -3.8825
H 1.3837 -1.8417 -2.5554
H 2.3627 -0.6339 -3.3874
H 2.3665 -0.7552 -0.8997
H 2.5908 1.3803 -0.3612
H 2.9726 1.4174 -2.0827
H 1.4445 3.2399 -1.3103
H 0.7759 2.3107 -2.6206
H -0.1180 2.3992 0.1121
O 4.2428 4.1822 3.1723
C 3.0506 4.2960 2.5518
O 2.7428 5.3128 1.9991
C 2.1629 3.0921 2.5767
C 2.6606 1.7964 2.5110
C 1.7943 0.7160 2.4102
C 0.4143 0.9091 2.3916
S -0.7004 -0.4433 2.1207
C -0.0789 2.2122 2.5278
C 0.7840 3.2913 2.5930
H 4.2814 3.3670 3.6871
H 3.7303 1.6178 2.4930
H 2.1880 -0.2906 2.3286
H -1.1501 2.3690 2.5543
H 0.4020 4.3026 2.6501
*
```

These are the Mulliken partial charges, in e, on atoms 1 to 8: atom 1 (Cd): 1.966, atom 2 (O): -0.472, atom 3 (C): 0.050, atom 4 (O): -0.397, atom 5 (C): 0.568, atom 6 (C): -0.672, atom 7 (C): -0.623, atom 8 (C): -0.824

---

Record 2
An isolated ion of composition C20H25Cl2N10O2 and charge +1. Source: the OMol25 dataset; level of theory: ωB97M-V/def2-TZVPD.

SMILES: CC[N+]12CCN(CC1)C[C@@]21C(C(=O)N/N=C(\C)c2ccc(Cl)c(Cl)c2)=NNN1c1nonc1N

Structure (ORCA input):
```
! wB97M-V def2-TZVPD RIJCOSX def2/J DEFGRID3
* xyz 1 1
C -2.0853 0.2413 -2.3695
C -2.9288 -0.5594 -1.3872
N -2.1976 -1.4492 -0.4345
C -1.0912 -2.1717 -1.1107
C -0.4256 -3.1541 -0.1187
N -1.0688 -3.0641 1.1716
C -2.4608 -3.4283 1.0495
C -3.1636 -2.4738 0.0583
C -0.9414 -1.7321 1.6939
C -1.6481 -0.6738 0.8015
C -0.7637 0.5166 0.4235
C 0.6356 0.4605 -0.0463
O 1.2353 -0.5989 -0.1960
N 1.1549 1.6890 -0.2576
N 2.4624 2.0170 -0.4689
C 3.1848 1.4972 -1.3875
C 2.6986 0.5293 -2.4163
C 4.5864 1.9283 -1.3896
C 5.3359 2.0360 -2.5610
C 6.6507 2.4553 -2.5155
C 7.2507 2.7675 -1.3029
Cl 8.8891 3.2724 -1.2579
C 6.5061 2.6710 -0.1250
Cl 7.2244 3.0598 1.3884
C 5.1873 2.2610 -0.1743
N -1.3442 1.6356 0.7074
N -2.5557 1.4254 1.1580
N -2.7473 0.0376 1.4182
C -3.4493 -0.2846 2.5530
N -4.0117 -1.4470 2.7707
O -4.7123 -1.3310 3.9091
N -4.6112 -0.1069 4.4245
C -3.8365 0.5917 3.6419
N -3.5425 1.9292 3.7943
H -2.7609 0.8883 -2.9242
H -1.5808 -0.3990 -3.0873
H -1.3524 0.8736 -1.8791
H -3.6003 -1.1979 -1.9656
H -3.5471 0.1154 -0.7926
H -0.3516 -1.4535 -1.4561
H -1.5162 -2.6927 -1.9697
H -0.4979 -4.1824 -0.4725
H 0.6274 -2.8968 -0.0005
H -2.9332 -3.3658 2.0298
H -2.5187 -4.4607 0.7043
H -3.5349 -3.0208 -0.8089
H -3.9990 -1.9695 0.5427
H 0.1211 -1.4902 1.7619
H -1.3708 -1.7066 2.6978
H 0.6140 2.4805 0.0753
H 1.7678 0.8895 -2.8573
H 3.4321 0.3604 -3.1952
H 2.4866 -0.4226 -1.9255
H 4.8931 1.8290 -3.5223
H 7.2254 2.5453 -3.4234
H 4.6145 2.1866 0.7353
H -2.9894 2.0801 1.8047
H -4.0866 2.3317 4.5497
H -2.5586 2.1316 3.9341
*
```

These are the Mulliken partial charges, in e, on atoms 1 to 8: atom 1 (C): -1.096, atom 2 (C): -0.526, atom 3 (N): 0.348, atom 4 (C): -0.483, atom 5 (C): -0.994, atom 6 (N): -0.147, atom 7 (C): -0.766, atom 8 (C): -0.601

---

| no. | E_HOMO (eV) | orbital gap (eV) |
| --- | --- | --- |
| 1 | -10.8 | 7.31 |
| 2 | -10.9 | 7.66 |